{
  "formula": "C27H82F9IInNO16PS",
  "method": "the ωB97M-V functional and the def2-TZVPD basis",
  "total_charge": -1,
  "spin_multiplicity": 1,
  "symbols": ["F", "H", "O", "H", "H", "H", "F", "H", "H", "O", "H", "H", "H", "H", "H", "H", "S", "H", "O", "O", "H", "H", "H", "H", "O", "H", "C", "H", "C", "C", "H", "H", "H", "H", "H", "C", "F", "C", "C", "H", "H", "H", "O", "C", "C", "C", "C", "H", "H", "H", "H", "H", "H", "C", "H", "C", "H", "C", "C", "O", "N", "H", "C", "H", "C", "O", "F", "H", "H", "H", "H", "H", "I", "H", "C", "C", "O", "C", "C", "H", "H", "O", "H", "H", "O", "F", "P", "F", "H", "H", "H", "C", "F", "H", "In", "H", "H", "C", "H", "H", "O", "H", "H", "H", "C", "H", "C", "H", "H", "H", "C", "H", "F", "O", "H", "O", "C", "H", "C", "H", "H", "O", "H", "H", "H", "F", "H", "O", "H", "H", "H", "H", "H", "H", "H", "H", "H", "H", "H"],
  "coordinates": [[3.12, 1.94, -1.65], [5.92, 7.82, 0.11], [-6.73, 4.41, 2.16], [4.65, 1.74, -3.87], [3.03, -3.93, -4.65], [3.86, 7.43, -0.85], [2.85, -0.75, -0.45], [-10.15, 1.39, 3.73], [-5.36, 3.80, 0.75], [-5.80, -0.37, 4.51], [-1.90, -3.91, 3.09], [4.07, -2.35, 8.45], [3.15, -0.89, 4.33], [-4.00, -0.41, -1.73], [2.21, -4.69, 2.66], [6.37, -4.39, -9.06], [-5.73, -0.34, 0.55], [-7.74, 2.83, 3.37], [6.34, -4.77, -7.03], [2.79, -1.74, 2.48], [1.62, -6.64, 1.61], [3.31, 4.51, -5.07], [-2.12, 5.93, 1.10], [-5.71, -0.13, 3.58], [-9.63, -1.88, 3.29], [-7.29, 5.18, 2.31], [2.06, -0.78, -1.62], [-1.74, 5.68, -0.63], [-1.71, -6.36, -0.06], [-9.59, 2.30, 3.49], [-1.61, -2.50, 4.22], [4.60, -1.29, 3.37], [3.92, -2.99, -3.41], [1.12, -7.25, 3.21], [-1.36, 3.48, -0.11], [3.80, -3.16, -4.48], [2.47, -3.16, -1.51], [-0.13, -0.08, 5.21], [-1.53, 5.34, 0.39], [6.01, 0.32, -5.07], [7.67, -3.62, -8.10], [3.45, 11.23, 1.45], [-0.94, -0.21, 4.05], [-2.30, -1.85, 2.20], [-3.78, -4.79, 0.55], [7.06, -4.52, -8.22], [1.05, 0.46, -1.62], [0.87, 0.25, 4.93], [5.20, -2.92, 7.19], [0.49, -3.49, 3.54], [-9.54, -1.64, 2.36], [0.35, -1.82, 0.34], [-6.71, 4.78, 0.13], [4.53, 1.57, -4.94], [5.04, -0.63, 7.28], [-7.14, -0.77, 4.71], [-0.59, 0.65, 5.89], [4.40, -0.70, -8.27], [4.64, 8.03, -1.34], [1.59, -5.26, 3.14], [-0.01, -2.91, 2.85], [-9.83, 2.60, 2.46], [-10.98, -2.28, 3.49], [4.47, 10.26, -0.37], [-1.10, -2.74, -1.21], [5.11, 0.52, -8.43], [1.31, 2.44, -3.11], [-11.11, -2.55, 4.54], [0.62, -3.56, -0.10], [-3.28, -1.61, 2.74], [2.30, 5.97, -4.91], [-4.91, -4.67, 0.42], [-3.59, -5.61, -2.53], [4.13, -1.08, -9.25], [0.33, -2.54, -0.53], [1.81, -6.59, 2.68], [5.76, 1.14, -5.51], [4.21, 11.75, 0.85], [1.39, -2.22, -1.68], [3.49, -2.24, -4.97], [-7.36, -1.64, 4.08], [3.64, 5.68, -3.39], [2.75, -0.87, 2.07], [4.17, 8.85, -1.88], [-8.21, 2.02, 3.59], [0.32, 0.57, -0.42], [-4.69, -1.29, -0.81], [2.97, -0.74, -2.72], [4.04, 4.93, -2.93], [-5.49, -2.16, -1.65], [-1.04, -5.87, -0.83], [-1.47, -2.85, 3.14], [1.20, 2.81, -0.90], [3.95, 12.80, 0.78], [-2.84, -2.77, 0.22], [7.71, -5.37, -8.42], [-1.67, -7.50, -0.14], [4.26, -2.40, 7.38], [3.76, 0.81, -5.11], [-0.07, -1.04, 5.71], [5.03, -3.59, -5.04], [3.66, -2.58, 4.14], [-5.40, 5.55, 1.07], [5.28, -4.41, -4.60], [2.76, 5.14, -4.37], [-3.86, -6.89, -0.14], [-6.01, 4.65, 0.96], [-9.87, 3.09, 4.19], [-1.77, -0.85, 2.01], [5.20, 7.40, -2.04], [-3.24, -5.95, -0.39], [-1.51, -6.02, 1.01], [0.92, -2.41, -2.99], [-1.89, 3.97, 0.52], [-3.62, -5.13, 1.63], [5.53, 8.57, -0.36], [3.60, -1.61, 3.65], [-1.06, -3.73, -1.79], [1.73, 1.91, -1.85], [-7.82, 0.05, 4.46], [5.19, 11.65, 1.32], [4.24, 11.19, -0.46], [5.34, 0.83, -7.54], [5.77, -4.00, -6.87], [4.22, 2.50, -5.43], [0.06, 0.33, -2.62], [5.04, -1.43, -7.76], [4.32, -1.09, 6.83], [-11.65, -1.46, 3.24], [-7.28, -1.05, 5.76], [0.41, -1.97, 2.91], [2.84, -6.89, 2.90], [-11.20, -3.15, 2.86], [-0.97, 0.66, 3.63], [1.98, 4.55, -3.87], [3.45, -2.94, 6.89], [-0.47, 5.46, 0.62], [3.50, -0.53, -7.68], [-1.32, -1.92, -1.98]]
}


{
  "formula": "C9H18BrN3O5P",
  "method": "the ωB97M-V functional and the def2-TZVPD basis",
  "total_charge": 1,
  "relative_energy_kj_mol": 33.41,
  "spin_multiplicity": 1,
  "symbols": ["H", "H", "H", "H", "H", "N", "H", "C", "H", "C", "H", "Br", "C", "C", "H", "H", "C", "N", "H", "O", "H", "O", "H", "H", "H", "O", "C", "N", "O", "P", "H", "C", "C", "C", "H", "H", "O"],
  "coordinates": [[4.04, 4.09, 0.88], [-0.28, 3.64, 0.43], [-0.87, 0.10, 1.88], [5.58, 0.60, 0.44], [-0.27, 2.79, 1.93], [3.90, 2.42, -0.42], [3.66, 2.56, 1.65], [-3.97, -3.88, -0.38], [0.24, -0.13, 0.55], [-0.11, 2.67, 0.87], [-4.92, -5.46, -1.54], [-2.02, -1.03, 0.03], [1.34, 2.35, 0.68], [-0.74, 0.21, 0.83], [3.85, 3.02, -1.25], [-4.95, -5.74, 0.21], [3.47, 3.19, 0.78], [3.36, 0.18, -0.60], [-1.19, 1.67, -0.71], [-4.65, -2.73, -0.90], [5.03, -1.54, 0.11], [-6.22, -4.26, -0.49], [-2.04, 1.84, 0.78], [1.52, 2.42, -1.37], [-3.04, -4.05, -0.93], [2.12, 3.53, 0.73], [-1.07, 1.60, 0.37], [1.64, 1.70, -0.65], [-6.82, -2.15, -1.02], [5.08, -0.28, -0.50], [-3.73, -3.70, 0.67], [-5.99, -2.97, -0.82], [-4.99, -4.98, -0.56], [2.97, 1.40, -0.59], [1.73, 1.67, 1.44], [2.62, -0.52, -0.71], [5.71, -0.22, -1.80]]
}


{
  "formula": "C2H3BrO2",
  "method": "the ωB97M-V functional and the def2-TZVPD basis",
  "relative_energy_kj_mol": 345.81,
  "spin_multiplicity": 1,
  "smiles": "O[C@@]1(Br)CO1",
  "symbols": ["Br", "H", "H", "H", "C", "O", "C", "O"],
  "coordinates": [[-0.42, -2.42, -1.45], [-2.39, -0.07, -1.30], [1.53, -0.81, 0.24], [0.66, 0.78, 0.24], [-0.41, -0.94, -0.50], [-0.34, -1.09, 0.78], [0.62, -0.26, 0.21], [-1.48, 0.31, -1.10]]
}


no.,HOMO-LUMO gap (eV),calculated total energy (eV)
1,5.86,-121426.2819
2,7.63,-103656.9117
3,11.23,-76256.6933